Density functional theory data (ωB97M-V/def2-TZVPD) for a structure of composition C32H37GeLiN6O2.

Atoms and positions in Å:
Li 0.05724 -0.71638 -0.48075
C 2.13862 -0.15711 -2.58076
N 2.31873 -0.47798 -1.17309
C 3.00992 0.60337 -0.47602
C 2.93896 -1.75916 -0.96690
C 4.31503 -1.90176 -0.92265
C 4.91606 -3.10947 -0.58278
C 4.09687 -4.17496 -0.23767
C 2.72021 -4.06290 -0.31016
C 2.08350 -2.87520 -0.74792
N 0.74546 -2.66700 -0.87391
C -0.16802 -3.67050 -0.90602
C 0.05575 -5.01953 -1.28032
C -0.94133 -5.97648 -1.19344
C -2.21598 -5.64293 -0.75590
C -2.49682 -4.30068 -0.50854
C -1.52181 -3.32845 -0.61735
N -1.81857 -1.92320 -0.56529
C -2.23540 -1.48746 -1.89921
C -2.79418 -1.51968 0.43186
H 3.10260 -0.02423 -3.10236
H 1.57104 0.77187 -2.66670
H 1.58400 -0.96090 -3.06802
H 3.97509 0.86419 -0.93850
H 3.18506 0.31288 0.55950
H 2.38630 1.49333 -0.47812
H 4.94585 -1.04468 -1.12967
H 5.99535 -3.20073 -0.55646
H 4.54135 -5.10443 0.10454
H 2.11151 -4.89294 0.01840
H 1.02919 -5.30257 -1.65538
H -0.72004 -7.00268 -1.47076
H -2.98445 -6.39805 -0.64124
H -3.50946 -4.01274 -0.24568
H -3.18197 -1.96714 -2.20075
H -1.46333 -1.75824 -2.62201
H -2.36071 -0.40565 -1.90463
H -3.82342 -1.82558 0.17731
H -2.76251 -0.43272 0.51319
H -2.53339 -1.94488 1.40080
O 1.80697 6.13757 2.65020
N 1.59443 5.09372 3.34222
O 1.72066 5.15156 4.60932
C 1.19310 3.91143 2.77089
C 0.92537 2.83822 3.65562
C 0.56482 1.59807 3.19365
C 0.39158 0.48927 4.07352
C 0.16133 -0.75784 3.57806
C 0.06865 -0.91672 2.17686
N 0.12820 0.09090 1.33327
C 0.35359 1.35148 1.77905
C 0.47201 2.45380 0.87779
N 0.10624 2.35462 -0.46692
C 0.60957 3.26387 -1.37251
C 1.31188 4.35395 -0.98614
C 1.47368 4.62552 0.38559
C 1.04383 3.69568 1.33891
H 1.05868 3.01861 4.71137
H 0.48272 0.66982 5.13956
H 0.04154 -1.61900 4.22485
H -0.06372 -1.90445 1.74039
H 0.36294 3.07025 -2.40641
H 1.69593 5.03018 -1.73921
H 1.94351 5.53287 0.71597
C -4.24020 1.37358 -1.43498
Ge -2.62623 2.22970 -0.59192
C -2.75158 4.12499 -1.26312
C -3.05028 2.42142 1.33718
C -0.88372 1.37627 -0.95078
H -5.10934 2.01907 -1.28505
H -4.46178 0.39539 -1.00450
H -4.09794 1.24506 -2.51082
H -3.70520 4.57306 -0.96872
H -2.67071 4.17101 -2.35203
H -1.94201 4.72400 -0.83959
H -3.88894 3.10688 1.48065
H -2.18206 2.82563 1.86230
H -3.29917 1.46358 1.79953
H -0.83067 1.42032 -2.05066

- E_tot (Ha) = -3804.98193
- charge = -2
- energy relative to the best compared isomer or geometry (same formula, charge and spin) (kJ/mol) = 0.0

Results of the Mulliken charge analysis, in e, for atoms 1 through 4: number 1, Li, carries 0.9970; number 2, C, carries -0.9200; number 3, N, carries 1.5908; number 4, C, carries -1.2495



Density functional theory data (ωB97M-V/def2-TZVPD) for a cluster of 2 separate species, C32H37N3O4 in total at a distorted geometry.

Atoms and positions in Å:
C -3.12386 -3.55624 6.16464
C -2.21075 -2.69321 5.31666
N -3.03351 -1.58469 4.81465
C -2.40545 -0.79786 3.81554
C -1.01552 -0.55620 3.83556
C -0.41970 0.09908 2.77183
C -1.18197 0.50611 1.63493
C -0.48536 1.02991 0.52136
C -1.05777 1.22961 -0.76884
C -2.06992 0.37634 -1.30430
C -2.55206 0.55612 -2.58395
C -2.09061 1.63853 -3.36174
N -2.54048 1.85485 -4.68315
C -2.61292 0.66175 -5.53174
C -2.91634 1.11809 -6.95376
O -4.10901 1.90862 -6.98847
C -3.99919 3.10692 -6.22207
C -3.64171 2.81825 -4.76690
C -1.16838 2.55789 -2.81112
C -0.61671 2.31913 -1.57773
C -2.61098 0.37167 1.70758
C -3.20873 -0.25446 2.79140
C -3.55135 -0.75125 5.90479
C -4.37393 -1.61232 6.84786
O -3.70613 -2.81358 7.24539
H -3.90730 -3.99128 5.51131
H -2.55029 -4.35553 6.66123
H -1.37348 -2.30262 5.92091
H -1.81680 -3.26562 4.46824
H -0.41071 -0.87912 4.68222
H 0.65772 0.27007 2.76421
H 0.55682 1.32865 0.67627
H -2.45734 -0.44467 -0.69650
H -3.32360 -0.10773 -2.98976
H -1.63117 0.16899 -5.48629
H -3.38155 -0.05686 -5.18353
H -2.03925 1.68263 -7.33489
H -3.13873 0.25315 -7.59934
H -3.23453 3.79094 -6.64062
H -5.00016 3.56359 -6.27124
H -4.54903 2.43777 -4.24505
H -3.30936 3.73186 -4.25475
H -0.88305 3.43103 -3.41015
H 0.13812 2.99377 -1.16457
H -3.23345 0.74525 0.89915
H -4.29069 -0.40193 2.84538
H -2.70072 -0.30232 6.45868
H -4.16108 0.05220 5.47366
H -4.54362 -1.07418 7.79374
H -5.33882 -1.84397 6.35757
C 3.01759 -0.83451 4.88828
C 4.16374 -0.78922 3.90627
O 3.56915 -0.78722 2.58384
C 4.45165 -0.76712 1.55139
C 3.71857 -0.68550 0.26444
N 4.40950 -0.56485 -0.80750
C 4.08231 -0.24137 -2.02332
C 5.12173 -0.19950 -3.01582
C 5.01686 0.41654 -4.29330
C 6.09142 0.35462 -5.17451
C 7.27034 -0.32130 -4.82238
C 7.38828 -0.89402 -3.55353
C 6.33836 -0.79962 -2.64618
O 5.66446 -0.78670 1.66861
H 3.38382 -0.65287 5.89866
H 2.25388 -0.08396 4.66104
H 2.54896 -1.82217 4.86845
H 4.77066 0.11647 4.03795
H 4.80363 -1.67543 4.01121
H 2.61942 -0.71882 0.34083
H 3.04838 0.03379 -2.28393
H 4.08421 0.92742 -4.55232
H 6.01443 0.82471 -6.15258
H 8.09119 -0.39180 -5.52921
H 8.28842 -1.42155 -3.24860
H 6.41350 -1.19315 -1.63202

- E_tot (Ha) = -1706.61319
- charge = 0
- energy relative to the best compared isomer or geometry (same formula, charge and spin) (kJ/mol) = 404.9

Results of the Mulliken charge analysis, in e, for atoms 1 through 4: number 1, C, carries -0.7651; number 2, C, carries -0.3960; number 3, N, carries 0.0654; number 4, C, carries 0.0086



Density functional theory data (ωB97M-V/def2-TZVPD) for a structure of composition C32H37N4O2PtS at a distorted geometry.

Atoms and positions in Å:
Pt 12.69393 8.93404 8.71895
C 11.30880 5.38681 6.24853
C 11.51233 6.84184 6.67455
C 12.43673 7.56601 5.63978
C 10.18041 7.57469 6.75778
C 9.18671 7.30914 5.81005
C 7.95476 7.95500 5.84539
C 7.66958 8.94181 6.81503
C 8.62215 9.22665 7.80184
C 8.39840 10.31654 8.76520
C 7.30055 9.83504 9.77420
C 7.93938 11.61871 8.13616
C 9.80127 8.42214 7.84276
N 10.65426 8.45999 9.00876
C 10.39957 7.84684 10.23472
O 9.29463 7.47188 10.64558
C 11.65115 7.64583 11.04693
C 11.73195 7.21108 12.38392
C 12.94132 7.28126 13.11939
C 14.10243 7.69202 12.44755
C 13.99522 8.13480 11.14081
N 12.79942 8.15707 10.49616
C 15.13063 8.55424 10.28713
O 16.30214 8.71243 10.69160
N 14.74211 8.68980 8.95195
C 15.67629 8.73273 7.88597
C 16.33492 7.51860 7.47167
C 17.35941 7.57690 6.52284
C 17.61722 8.74153 5.80107
C 16.90966 9.88724 6.19551
C 16.00011 9.93824 7.20388
C 15.28684 11.25395 7.58116
C 15.99348 11.99634 8.77615
C 15.24188 12.23599 6.37902
C 16.18209 6.15140 8.18700
C 14.83709 5.63228 8.75985
C 17.38660 5.97830 9.12843
H 12.19857 4.77505 6.32291
H 10.83919 5.31909 5.25725
H 10.60042 4.90600 6.97932
H 12.09752 6.94061 7.62161
H 12.23530 7.26512 4.60382
H 13.48166 7.26126 5.77402
H 12.39233 8.68242 5.67129
H 9.34548 6.62813 4.97691
H 7.23977 7.68583 5.05340
H 6.73193 9.46943 6.87715
H 9.34028 10.44130 9.33724
H 6.33194 9.86762 9.21372
H 7.23997 10.52590 10.62443
H 7.49798 8.84694 10.15400
H 6.95266 11.52134 7.60531
H 8.67306 12.05923 7.40492
H 7.87014 12.42286 8.88649
H 10.90649 6.77103 12.91541
H 12.91244 7.05823 14.18053
H 15.10315 7.61347 12.86833
H 17.85972 6.65564 6.22274
H 18.44756 8.79785 5.10273
H 17.10659 10.78682 5.64346
H 14.23696 11.03728 7.91849
H 16.93569 12.45584 8.46206
H 16.21319 11.25817 9.57833
H 15.32412 12.79713 9.14613
H 16.19374 12.66194 6.11313
H 14.60002 13.08679 6.57154
H 14.87789 11.73611 5.44229
H 16.30616 5.45163 7.35071
H 14.72307 5.85128 9.85453
H 14.87002 4.53007 8.66567
H 13.91765 5.87470 8.18292
H 17.79331 6.94847 9.40292
H 18.16943 5.40276 8.63271
H 17.05847 5.45991 10.02422
S 11.85769 12.88838 8.27397
C 11.85026 11.41040 7.74377
N 11.98787 10.25695 7.44681

- expectation value of S² = 2.036
- E_tot (Ha) = -2128.63007
- charge = -1
- 2S+1 = 3
- energy relative to the best compared isomer or geometry (same formula, charge and spin) (kJ/mol) = 58.7

Results of the Mulliken charge analysis, in e, for atoms 1 through 4: number 1, Pt, carries 0.9397; number 2, C, carries -1.5257; number 3, C, carries 2.6210; number 4, C, carries -1.4002